# C24H35CaClF9LiN4NaO6PSi

A molecular structure, C24H35CaClF9LiN4NaO6PSi (ωB97M-V/def2-TZVPD, OMol25).

Geometry (Å):
C: -4.03 -0.93 1.82
C: -2.50 -0.66 2.22
O: -1.73 -0.87 0.97
C: -0.51 -0.18 1.13
C: 0.66 -1.08 0.59
N: 1.59 -0.87 -0.39
C: 1.56 0.40 -1.07
F: 2.48 0.54 -2.16
F: 0.21 0.50 -1.67
C: 1.78 1.69 -0.10
C: 2.85 2.77 -0.63
Si: 2.73 4.38 0.48
C: 1.30 4.25 1.78
C: 2.33 5.94 -0.54
C: 4.31 4.67 1.50
C: 4.31 5.84 2.42
C: 5.45 6.13 3.29
C: 6.64 5.26 3.23
C: 6.68 4.12 2.31
C: 5.52 3.83 1.45
C: 2.45 -2.02 -0.57
C: 3.58 -2.15 -1.62
F: 4.49 -1.11 -1.41
F: 3.06 -2.00 -2.90
C: 4.41 -3.48 -1.62
F: 5.44 -3.27 -2.54
F: 5.05 -3.74 -0.44
C: 3.62 -4.76 -2.19
F: 3.98 -5.03 -3.48
F: 2.27 -4.59 -2.19
F: 3.94 -5.90 -1.49
C: 1.91 -2.89 0.43
Cl: 2.44 -4.52 0.81
N: 0.83 -2.32 1.16
N: 0.11 -2.89 2.20
H: -4.15 -0.87 0.71
H: -4.27 -1.94 2.22
H: -4.62 -0.12 2.33
H: -2.11 -1.39 2.97
H: -2.39 0.42 2.52
H: -0.26 0.05 2.22
H: -0.59 0.81 0.59
H: 2.07 1.29 0.90
H: 0.74 2.25 -0.07
H: 3.91 2.41 -0.59
H: 2.57 3.09 -1.70
H: 1.49 3.36 2.46
H: 0.37 4.04 1.17
H: 1.19 5.22 2.32
H: 1.67 5.72 -1.43
H: 1.70 6.60 0.14
H: 3.25 6.54 -0.79
H: 3.42 6.52 2.52
H: 5.49 6.98 4.01
H: 7.54 5.43 3.87
H: 7.54 3.41 2.23
H: 5.52 2.98 0.73
H: 0.84 -3.21 2.86
H: -0.33 -3.74 1.81
O: -3.22 -3.80 3.19
P: -3.13 -4.74 1.99
O: -3.61 -3.99 0.74
O: -4.02 -5.96 2.24
O: -1.69 -5.19 1.78
C: -7.00 -2.85 -4.13
C: -5.69 -2.59 -3.39
C: -5.79 -2.80 -1.87
O: -6.44 -1.74 -1.17
C: -7.86 -1.81 -1.18
N: -5.23 -1.23 -3.72
H: -7.72 -2.05 -4.00
H: -6.82 -2.94 -5.20
H: -7.46 -3.78 -3.79
H: -4.96 -3.30 -3.77
H: -4.77 -2.82 -1.47
H: -6.25 -3.76 -1.62
H: -8.22 -2.85 -1.16
H: -8.26 -1.29 -2.06
H: -8.23 -1.30 -0.30
H: -4.31 -1.09 -3.30
H: -5.82 -0.58 -3.21
Li: 5.19 7.13 -0.71
Na: 0.99 1.96 3.59
Ca: 0.67 2.47 -2.30

HOMO-LUMO gap: 3.02 eV
multiplicity: 1
LUMO level: -7.048 eV
charge: +2
strongest force on any atom: 0.0953 Eh/bohr
HOMO level: -10.07 eV
total energy: -4442.2738 Eh

Quick look at the Löwdin charges, all values in e:
1. C -0.037
2. C -0.194
3. O -0.133
4. C -0.164
5. C -0.051
6. N 0.117
7. C -0.362
8. F 0.028
9. F -0.167
10. C -0.270
11. C -0.290
12. Si 0.580
13. C -0.178
14. C -0.191
15. C -0.284
16. C -0.109
17. C -0.054
18. C -0.046
19. C -0.056
20. C -0.091
21. C 0.017
22. C -0.303
23. F 0.094
24. F 0.121
25. C -0.288
26. F 0.128
27. F 0.111
28. C -0.456
29. F 0.159
30. F 0.124
31. F 0.129
32. C -0.438
33. Cl 0.884
34. N -0.056
35. N 0.175
36. H 0.091
37. H 0.051
38. H 0.083
39. H 0.110
40. H 0.107
41. H 0.108
42. H 0.113
43. H 0.117
44. H 0.003
45. H 0.080
46. H -0.039
47. H -0.051
48. H 0.034
49. H 0.059
50. H 0.010
51. H 0.062
52. H -0.034
53. H 0.102
54. H 0.113
55. H 0.118
56. H 0.117
57. H 0.085
58. H 0.126
59. H 0.080
60. O -0.169
61. P -0.092
62. O -0.165
63. O -0.100
64. O -0.261
65. C -0.070
66. C -0.429
67. C -0.204
68. O -0.205
69. C -0.102
70. N 0.030
71. H 0.064
72. H 0.077
73. H 0.082
74. H 0.135
75. H 0.102
76. H 0.126
77. H 0.095
78. H 0.074
79. H 0.087
80. H 0.057
81. H 0.066
82. Li 0.849
83. Na 0.685
84. Ca 1.174

# C24H35ClIrSe3Te

A molecular structure, C24H35ClIrSe3Te (ωB97M-V/def2-TZVPD, OMol25).

Geometry (Å):
Ir: 1.64 -0.79 -0.19
C: 0.01 -1.32 1.17
C: -0.79 -0.60 0.21
C: -0.70 -1.32 -1.00
C: 0.10 -2.48 -0.74
C: 0.51 -2.52 0.59
C: 1.07 -3.71 1.37
C: 2.47 -3.44 1.91
C: 0.12 -3.99 2.54
C: 1.12 -4.94 0.46
C: -1.32 -1.10 -2.38
C: -2.86 -1.17 -2.29
C: -0.87 0.22 -3.02
C: -0.89 -2.21 -3.34
C: -1.68 0.53 0.76
C: -1.02 1.18 1.98
C: -2.02 1.66 -0.21
C: -2.99 -0.14 1.22
H: 0.04 -1.10 2.22
H: 0.31 -3.27 -1.44
H: 2.47 -2.59 2.59
H: 3.17 -3.23 1.11
H: 2.83 -4.32 2.47
H: 0.16 -3.19 3.28
H: 0.41 -4.92 3.04
H: -0.91 -4.09 2.20
H: 1.83 -4.79 -0.37
H: 0.14 -5.17 0.03
H: 1.46 -5.81 1.03
H: -3.29 -0.33 -1.75
H: -3.17 -2.09 -1.78
H: -3.28 -1.18 -3.30
H: -1.09 1.09 -2.42
H: -1.36 0.34 -3.99
H: 0.21 0.20 -3.19
H: -1.22 -3.20 -3.01
H: 0.20 -2.23 -3.47
H: -1.34 -2.02 -4.32
H: 0.00 1.50 1.75
H: -0.99 0.52 2.85
H: -1.59 2.07 2.27
H: -1.11 2.17 -0.53
H: -2.64 2.39 0.32
H: -2.58 1.34 -1.08
H: -2.78 -0.92 1.96
H: -3.52 -0.61 0.39
H: -3.64 0.60 1.68
Se: 2.61 -0.72 -2.40
Se: 4.41 0.75 -2.42
Te: 5.31 0.67 -0.12
Se: 3.39 -0.16 1.23
Cl: 0.36 8.21 1.61
C: 0.64 6.59 1.06
C: -0.20 6.03 0.10
C: 0.04 4.76 -0.36
C: 1.13 3.99 0.12
C: 1.41 2.70 -0.37
C: 1.95 4.58 1.11
C: 1.72 5.86 1.56
H: -1.04 6.61 -0.27
H: -0.61 4.33 -1.11
H: 2.26 2.16 0.01
H: 0.84 2.24 -1.16
H: 2.78 4.01 1.51
H: 2.37 6.32 2.30

HOMO-LUMO gap (alpha / beta): 5.08 / 5.18 eV
multiplicity: 2
LUMO level (alpha / beta): -1.402 / -1.320 eV
charge: 0
strongest force on any atom: 0.0684 Eh/bohr
HOMO level (alpha / beta): -6.48 / -6.50 eV
energy relative to the best compared isomer or geometry (same formula, charge and spin): 163.0 kJ/mol
total energy: -8972.3371 Eh

Quick look at the natural (NBO) charges, all values in e:
1. Ir 0.416
2. C -0.370
3. C 0.042
4. C 0.100
5. C -0.271
6. C -0.023
7. C -0.073
8. C -0.597
9. C -0.595
10. C -0.606
11. C -0.124
12. C -0.598
13. C -0.614
14. C -0.598
15. C -0.086
16. C -0.606
17. C -0.603
18. C -0.597
19. H 0.256
20. H 0.262
21. H 0.211
22. H 0.229
23. H 0.211
24. H 0.208
25. H 0.217
26. H 0.208
27. H 0.217
28. H 0.205
29. H 0.219
30. H 0.207
31. H 0.208
32. H 0.219
33. H 0.212
34. H 0.210
35. H 0.240
36. H 0.203
37. H 0.221
38. H 0.220
39. H 0.233
40. H 0.202
41. H 0.220
42. H 0.220
43. H 0.217
44. H 0.205
45. H 0.210
46. H 0.211
47. H 0.220
48. Se -0.291
49. Se -0.165
50. Te 0.187
51. Se -0.235
52. Cl -0.002
53. C -0.036
54. C -0.240
55. C -0.196
56. C -0.039
57. C -0.341
58. C -0.185
59. C -0.240
60. H 0.227
61. H 0.208
62. H 0.198
63. H 0.186
64. H 0.217
65. H 0.229

# C24H35F3IrN8O4S2Se

A molecular structure, C24H35F3IrN8O4S2Se (ωB97M-V/def2-TZVPD, OMol25).

Geometry (Å):
Ir: 0.60 -0.35 -0.83
C: 2.79 4.33 -3.47
C: 2.91 4.06 -1.97
N: 1.61 3.98 -1.29
C: 0.98 5.26 -0.92
C: -0.15 5.66 -1.84
C: 0.97 2.83 -1.08
S: 1.65 1.40 -1.81
N: -0.18 2.95 -0.39
C: -1.02 2.02 -0.05
O: -0.91 0.73 -0.13
C: -2.30 2.48 0.56
C: -3.29 1.58 0.94
C: -4.47 2.02 1.51
C: -4.68 3.38 1.70
C: -3.70 4.29 1.32
C: -2.52 3.85 0.76
H: 3.78 4.34 -3.92
H: 2.32 5.29 -3.66
H: 2.21 3.54 -3.96
H: 3.47 4.85 -1.48
H: 3.44 3.12 -1.80
H: 1.78 6.00 -0.95
H: 0.64 5.19 0.11
H: 0.19 5.77 -2.87
H: -0.56 6.62 -1.52
H: -0.96 4.93 -1.82
H: -3.14 0.52 0.78
H: -5.23 1.31 1.79
H: -5.60 3.73 2.14
H: -3.86 5.35 1.47
H: -1.75 4.55 0.46
C: -0.40 0.37 3.29
N: 0.52 -0.77 3.30
C: 0.52 -1.79 4.22
C: 1.53 -2.63 3.89
N: 2.14 -2.11 2.78
C: 3.28 -2.70 2.07
C: 1.51 -0.97 2.42
Se: 2.04 0.15 1.00
H: -1.03 0.30 4.17
H: -1.00 0.36 2.39
H: 0.18 1.29 3.32
H: -0.20 -1.84 5.02
H: 1.86 -3.55 4.35
H: 3.33 -3.75 2.35
H: 4.20 -2.20 2.35
H: 3.12 -2.61 1.00
F: 4.05 -3.70 -1.57
C: 4.18 -2.62 -2.34
F: 4.86 -2.93 -3.43
F: 4.85 -1.69 -1.65
S: 2.52 -1.98 -2.80
O: 1.91 -2.99 -3.60
O: 2.68 -0.65 -3.35
O: 1.91 -1.90 -1.39
C: -0.03 -3.18 0.51
N: -0.86 -4.36 0.65
C: -1.07 -4.95 -0.68
N: -1.74 -4.01 -1.57
C: -0.90 -2.85 -1.73
N: -0.64 -2.16 -0.40
C: -1.99 -1.83 0.17
N: -2.83 -3.00 0.33
C: -2.15 -3.96 1.20
C: -3.02 -3.62 -0.99
H: 0.94 -3.44 0.10
H: 0.07 -2.72 1.49
H: -1.69 -5.85 -0.58
H: -0.11 -5.24 -1.11
H: -1.38 -2.12 -2.39
H: 0.06 -3.14 -2.15
H: -2.48 -1.11 -0.48
H: -1.83 -1.37 1.14
H: -2.79 -4.84 1.31
H: -2.01 -3.52 2.18
H: -3.52 -2.91 -1.65
H: -3.65 -4.50 -0.88

HOMO-LUMO gap: 7.12 eV
multiplicity: 1
LUMO level: -4.079 eV
charge: +1
strongest force on any atom: 0.0285 Eh/bohr
HOMO level: -11.20 eV
energy relative to the best compared isomer or geometry (same formula, charge and spin): 54.3 kJ/mol
total energy: -5276.1484 Eh

Quick look at the Löwdin charges, all values in e:
1. Ir 0.871
2. C -0.061
3. C -0.232
4. N -0.105
5. C -0.184
6. C -0.065
7. C -0.633
8. S 0.726
9. N 0.124
10. C -0.396
11. O -0.260
12. C -0.132
13. C -0.026
14. C -0.063
15. C -0.066
16. C -0.059
17. C -0.015
18. H 0.086
19. H 0.070
20. H 0.075
21. H 0.121
22. H 0.081
23. H 0.120
24. H 0.111
25. H 0.069
26. H 0.084
27. H 0.064
28. H 0.085
29. H 0.110
30. H 0.111
31. H 0.110
32. H 0.098
33. C 0.017
34. N -0.098
35. C -0.011
36. C -0.009
37. N -0.111
38. C 0.010
39. C -0.607
40. Se 0.861
41. H 0.105
42. H 0.066
43. H 0.103
44. H 0.137
45. H 0.140
46. H 0.107
47. H 0.108
48. H 0.061
49. F 0.138
50. C -0.676
51. F 0.167
52. F 0.142
53. S 0.554
54. O -0.249
55. O -0.353
56. O -0.557
57. C -0.166
58. N -0.073
59. C -0.137
60. N -0.075
61. C -0.149
62. N -0.184
63. C -0.189
64. N -0.073
65. C -0.156
66. C -0.147
67. H 0.120
68. H 0.100
69. H 0.134
70. H 0.139
71. H 0.143
72. H 0.094
73. H 0.118
74. H 0.111
75. H 0.133
76. H 0.126
77. H 0.134
78. H 0.134

Q: What is the total energy in the third record?
A: -5276.1484 Eh

Q: The highest charge belongs to which entry?
A: C24H35CaClF9LiN4NaO6PSi

Q: charge of number 2 (C24H35ClIrSe3Te)?
A: 0

Q: Which value of charge does entry 3 give?
A: +1